Computed, not measured: the ion CH4N5S with charge +1, with ωB97M-V/def2-TZVPD.

CARTESIAN COORDINATES (ANGSTROEM)
H 1.177 2.272 -1.475
N 0.598 0.523 -0.300
H -1.062 0.515 1.537
H -1.294 -1.267 1.526
N 1.431 -1.370 -1.080
S 0.770 2.355 -0.224
C -0.137 -0.535 0.106
H -2.134 -0.430 0.344
N 1.605 -0.087 -1.044
N -1.305 -0.331 0.982
N 0.349 -1.645 -0.372

Net charge: +1
Gap between HOMO and LUMO (eV): 9.91
Structure (SMILES): [NH3+]c1nnnn1S

Results of the Löwdin charge analysis, in e, for atoms 1 through 4: H -0.124; N -0.354; H 0.186; H 0.224

---

Computed, not measured: a cluster of 2 separate species, CH4NO in total, with ωB97M-V/def2-TZVPD.

CARTESIAN COORDINATES (ANGSTROEM)
H -0.796 0.507 -1.194
H -1.244 -0.471 0.307
H 1.000 -1.591 -0.584
N 1.008 -0.031 0.027
H -0.922 1.328 0.357
O 1.525 -0.078 1.158
C -0.572 0.336 -0.070

Net charge: -1
Gap between HOMO and LUMO (alpha / beta) (eV): 6.26 / 6.11

Results of the Löwdin charge analysis, in e, for atoms 1 through 4: H 0.037; H 0.007; H -0.045; N -0.402

---

Computed, not measured: a cluster of 2 separate species, CH4NO2 in total, with ωB97M-V/def2-TZVPD.

CARTESIAN COORDINATES (ANGSTROEM)
H -2.358 -0.367 -1.105
O -0.536 0.823 0.380
O 2.385 0.319 0.961
H 2.777 0.667 0.139
C -0.486 0.173 -0.694
H 1.429 0.473 0.792
H -1.620 -1.167 0.256
N -1.591 -0.921 -0.730

Net charge: -1
Gap between HOMO and LUMO (eV): 6.87

Results of the Löwdin charge analysis, in e, for atoms 1 through 4: H -0.011; O -0.252; O -0.133; H 0.023

---

In order of appearance, largest force on an atom = 3.7; 2.2; 1.9 eV/A.